A structure of composition C29H61BF5N3O8S, computed with ωB97M-V with the def2-TZVPD basis set.

calculated total energy: -77011.9415 eV
maximum force: 4.22 eV/Å
gap between HOMO and LUMO: 8.0 eV

Geometry as XYZ:
```
108
Properties=species:S:1:pos:R:3:forces:R:3
N 0.0225 -1.6108 3.6129 -1.94 0.12 -1.50
B -0.3453 -1.1294 2.2894 0.38 -1.07 -0.30
O -0.0823 -2.0101 1.1764 0.64 1.43 1.26
C -1.0305 0.2882 1.9437 0.17 2.27 0.03
C -0.3119 1.5633 1.9453 -3.32 -0.64 -0.87
C 1.1967 1.6935 2.3315 -1.77 1.81 0.20
F 1.5403 3.0529 2.1507 -0.18 -1.93 0.26
F 1.3260 1.4455 3.6897 0.48 -0.08 -1.88
C 2.1999 0.8631 1.4194 1.41 0.12 1.63
F 2.6390 -0.2321 2.1512 -0.97 1.27 -1.80
F 3.3284 1.6318 1.1968 -1.78 -1.39 -0.34
F 1.6056 0.4936 0.2442 1.32 0.35 1.60
C -1.0880 2.8261 1.5585 -2.47 -0.95 -0.34
C -2.5213 2.8094 1.2222 2.10 -1.55 0.76
C -3.2730 1.5083 1.2580 0.92 0.01 0.16
N -4.6341 1.3221 1.0060 3.41 -2.17 0.96
S -4.7888 -0.3285 1.2095 0.38 0.25 0.00
N -3.2804 -0.9213 1.6006 -0.39 4.16 -0.58
C -2.5125 0.2485 1.5993 0.62 0.71 0.08
H -0.5296 -1.1948 4.3659 0.51 -0.17 -0.11
H -0.1181 -2.6302 3.5834 0.57 0.49 0.40
H 0.6874 -1.6076 0.7173 -0.79 -0.63 -0.27
H -0.6176 3.8453 1.5374 -0.26 -1.43 0.07
H -3.0831 3.7426 0.9372 0.88 -1.12 0.43
C 4.7317 5.5277 1.0552 -0.09 0.25 0.13
C 6.1811 5.0688 1.0831 -0.47 -0.57 -0.29
C 6.5668 4.3781 -0.2149 0.06 -0.05 -0.10
O 6.3741 4.1710 2.1761 0.23 0.14 0.25
H 4.0554 4.6755 0.9341 0.08 -0.02 -0.11
H 4.4644 6.0123 1.9972 0.06 0.02 -0.06
H 4.5560 6.2313 0.2381 -0.02 -0.05 0.02
H 6.8355 5.9278 1.2505 0.04 -0.13 0.16
H 5.9523 3.4862 -0.3792 -0.12 0.07 0.10
H 7.6060 4.0440 -0.1775 -0.03 0.11 -0.01
H 6.4461 5.0465 -1.0670 0.04 -0.08 0.06
H 5.7996 3.4076 2.0378 0.05 0.12 -0.02
C 0.5065 -5.9584 0.8003 0.14 -0.23 0.20
C -0.7879 -5.9844 0.0033 0.32 0.68 -0.01
C -0.6173 -5.3085 -1.3486 -0.09 -0.06 -0.24
O -1.8132 -5.3199 0.7397 -0.22 -0.19 0.12
H 0.8241 -4.9294 0.9959 -0.03 0.01 -0.17
H 0.3678 -6.4364 1.7735 -0.03 -0.05 -0.08
H 1.3085 -6.4760 0.2676 0.01 0.07 0.00
H -1.1104 -7.0186 -0.1406 -0.16 0.09 0.12
H -0.3380 -4.2573 -1.2258 0.11 -0.06 0.08
H -1.5569 -5.3241 -1.9061 0.04 -0.08 0.04
H 0.1517 -5.8064 -1.9448 0.00 0.04 0.02
H -1.5362 -4.4028 0.8714 0.02 -0.08 -0.09
C -9.8931 1.7796 -0.8184 0.06 0.23 0.13
C -8.4526 1.2947 -0.7775 -0.52 -0.38 -0.36
C -8.0571 0.6232 -2.0836 0.30 0.01 -0.07
O -8.2922 0.3712 0.2992 0.31 0.06 0.26
H -10.5824 0.9435 -0.9675 0.06 0.02 -0.06
H -10.1669 2.2487 0.1278 0.01 -0.02 -0.10
H -10.0432 2.5030 -1.6235 -0.02 -0.04 0.02
H -7.7862 2.1382 -0.5820 0.05 -0.16 0.18
H -8.6837 -0.2533 -2.2761 -0.10 0.10 0.01
H -7.0241 0.2700 -2.0362 -0.03 0.09 0.00
H -8.1526 1.3116 -2.9264 -0.01 -0.06 0.01
H -8.8771 -0.3794 0.1369 0.04 0.13 -0.01
C 4.6006 -7.6672 0.1154 -0.18 -0.04 0.23
C 4.0698 -7.8917 -1.2919 0.68 0.30 0.06
C 5.1339 -8.4940 -2.1963 -0.09 -0.19 -0.20
O 3.6322 -6.6476 -1.8368 -0.36 0.01 -0.09
H 5.4440 -6.9697 0.1087 0.05 -0.10 -0.10
H 3.8292 -7.2242 0.7498 0.00 -0.09 -0.04
H 4.9285 -8.6060 0.5676 0.02 0.06 0.00
H 3.2015 -8.5538 -1.2555 -0.08 0.20 -0.09
H 5.9955 -7.8248 -2.2829 -0.01 -0.02 0.15
H 4.7421 -8.6387 -3.2056 -0.03 -0.04 0.09
H 5.4782 -9.4575 -1.8137 0.03 0.05 -0.03
H 4.3932 -6.0547 -1.8729 -0.07 -0.10 0.04
C -12.4167 0.6804 3.2518 0.26 -0.12 0.06
C -12.4524 1.9849 2.4710 -0.64 -0.34 0.09
C -13.6304 2.8497 2.8924 0.04 0.29 0.00
O -12.5455 1.7015 1.0757 0.21 0.10 -0.14
H -13.3233 0.0942 3.0723 -0.06 0.13 0.05
H -11.5726 0.0653 2.9316 0.00 0.10 0.04
H -12.3275 0.8646 4.3248 -0.03 -0.04 -0.04
H -11.5200 2.5324 2.6280 -0.01 -0.05 -0.22
H -14.5780 2.3370 2.7007 0.07 -0.09 0.09
H -13.6500 3.7777 2.3165 0.07 -0.04 0.06
H -13.5776 3.0988 3.9547 -0.04 -0.01 -0.04
H -13.3667 1.2171 0.9246 0.08 0.07 0.07
C 10.0220 7.3891 -3.0673 -0.08 0.26 -0.11
C 9.3116 6.9169 -1.8082 0.46 -0.47 -0.35
C 10.2542 6.1453 -0.8975 -0.05 0.02 0.28
O 8.2100 6.0839 -2.1672 -0.15 0.28 -0.01
H 10.3983 6.5387 -3.6442 0.06 -0.02 0.13
H 9.3312 7.9318 -3.7165 0.03 0.02 0.09
H 10.8616 8.0447 -2.8249 -0.01 -0.05 -0.04
H 8.9047 7.7772 -1.2716 -0.17 -0.13 -0.06
H 10.6383 5.2527 -1.4010 0.04 0.10 -0.09
H 9.7288 5.8030 -0.0028 0.02 0.09 -0.03
H 11.1008 6.7634 -0.5903 -0.01 -0.06 -0.01
H 8.5576 5.3190 -2.6428 0.00 0.10 0.07
C 3.9516 -2.5594 -1.8704 0.02 -0.22 0.21
C 2.6636 -2.5735 -2.6792 0.37 0.51 -0.04
C 2.8581 -1.9253 -4.0409 -0.15 -0.08 -0.20
O 1.6446 -1.8774 -1.9626 -0.26 -0.14 0.21
H 4.2876 -1.5333 -1.6903 0.01 0.00 -0.15
H 3.7943 -3.0182 -0.8911 -0.02 -0.05 -0.09
H 4.7480 -3.1012 -2.3865 0.01 0.06 0.02
H 2.3222 -3.6033 -2.8078 -0.16 0.10 0.13
H 3.1567 -0.8776 -3.9345 0.11 -0.06 0.07
H 1.9234 -1.9327 -4.6058 0.06 -0.08 0.04
H 3.6215 -2.4479 -4.6216 -0.02 0.05 0.01
H 1.9353 -0.9644 -1.8430 0.00 -0.11 -0.10
```
Positions in Å, forces in eV/Å.